1.
DFT (ωB97M-V/def2-TZVPD) results for a structure of composition C39H32AsMgN7S5.

Calculated values
LUMO ... -0.09 eV
Maximum force ... 0.5 eV/A
Frontier orbital gap ... 6.9 eV
Electronic energy ... -6315.6524 hartree

Geometry as ORCA input:
```
! RIJCOSX wB97M-V def2-TZVPD def2/J DEFGRID3
* xyz 0 1
Mg 0.053 0.358 0.753
S -2.329 0.760 0.549
C -2.258 2.459 0.146
C -3.543 3.092 0.005
N -4.586 3.565 -0.106
C -1.142 3.200 -0.069
S 0.513 2.614 0.004
C -1.264 4.596 -0.385
N -1.308 5.721 -0.626
C 2.589 -0.882 4.930
N 2.969 -0.898 3.518
C 3.040 0.164 2.690
S 2.749 -0.011 1.004
N 3.387 1.355 3.152
C 3.918 1.717 4.454
H 2.388 -1.911 5.218
H 1.684 -0.297 5.092
H 3.386 -0.511 5.569
H 2.720 -1.737 3.024
H 3.290 2.095 2.476
H 4.701 1.020 4.752
H 3.147 1.760 5.223
H 4.360 2.706 4.359
C -0.358 -3.112 -6.371
C 0.722 -2.247 -6.290
C 0.870 -1.408 -5.193
C -0.066 -1.436 -4.166
C -1.142 -2.316 -4.244
C -1.293 -3.145 -5.346
As 0.046 -0.304 -2.580
C -1.000 1.224 -3.167
C -2.381 1.330 -3.177
C -2.969 2.526 -3.564
C -2.175 3.609 -3.919
C -0.792 3.505 -3.901
C -0.195 2.306 -3.529
C 1.255 2.060 -3.426
C 2.260 2.981 -3.699
C 3.589 2.626 -3.525
C 3.929 1.358 -3.070
C 2.932 0.433 -2.789
C 1.604 0.783 -2.977
H -0.473 -3.760 -7.231
H 1.454 -2.216 -7.088
H 1.709 -0.725 -5.148
H -1.870 -2.361 -3.440
H -2.138 -3.819 -5.401
H -3.003 0.502 -2.858
H -4.047 2.627 -3.552
H -2.637 4.550 -4.183
H -0.187 4.366 -4.154
H 2.009 3.979 -4.036
H 4.367 3.348 -3.737
H 4.969 1.094 -2.926
H 3.196 -0.551 -2.418
N 0.703 2.957 3.130
C 0.136 1.867 3.699
N -0.047 0.719 3.103
C -0.681 -0.173 3.981
C -1.091 -1.466 3.674
C -1.678 -2.243 4.656
C -1.869 -1.751 5.947
C -1.490 -0.460 6.265
C -0.906 0.315 5.272
S -0.345 1.956 5.377
H 0.645 2.980 2.096
H 0.504 3.837 3.580
H -0.981 -1.849 2.673
H -2.006 -3.245 4.410
H -2.330 -2.375 6.701
H -1.649 -0.061 7.258
S 0.495 -4.422 1.287
C 0.847 -2.768 1.009
N -0.102 -2.032 0.527
C -1.237 -2.819 0.286
C -2.416 -2.394 -0.332
C -3.435 -3.306 -0.499
C -3.300 -4.635 -0.075
C -2.133 -5.077 0.508
C -1.101 -4.155 0.675
H 1.828 -2.353 1.196
H -2.517 -1.368 -0.657
H -4.356 -2.988 -0.968
H -4.119 -5.327 -0.220
H -2.017 -6.108 0.813
*
```

Charges obtained by Löwdin population analysis, quoted in units of e: number 1, Mg, carries 0.1352; number 2, S, carries 0.6157; number 3, C, carries -0.7263; number 4, C, carries -0.2956; number 5, N, carries 0.1629; number 6, C, carries -0.7000; number 7, S, carries 0.6115; number 8, C, carries -0.2953; number 9, N, carries 0.1586; number 10, C, carries -0.0476; number 11, N, carries -0.0040; number 12, C, carries -0.7956; number 13, S, carries 0.6488; number 14, N, carries -0.0189; number 15, C, carries -0.0577; number 16, H, carries 0.0982; number 17, H, carries 0.0648; number 18, H, carries 0.0714; number 19, H, carries 0.0922; number 20, H, carries 0.1163; number 21, H, carries 0.0917; number 22, H, carries 0.0762; number 23, H, carries 0.0947; number 24, C, carries -0.0951; number 25, C, carries -0.0864; number 26, C, carries -0.0952; number 27, C, carries -0.3778; number 28, C, carries -0.1267; number 29, C, carries -0.0916; number 30, As, carries 1.3617; number 31, C, carries -0.3226; number 32, C, carries -0.1010; number 33, C, carries -0.0804; number 34, C, carries -0.0715; number 35, C, carries -0.0216; number 36, C, carries -0.2099; number 37, C, carries -0.2172; number 38, C, carries -0.0190; number 39, C, carries -0.0774; number 40, C, carries -0.0881; number 41, C, carries -0.1208; number 42, C, carries -0.3694; number 43, H, carries 0.0999; number 44, H, carries 0.1019; number 45, H, carries 0.0958; number 46, H, carries 0.0848; number 47, H, carries 0.1008; number 48, H, carries 0.0992; number 49, H, carries 0.1055; number 50, H, carries 0.1065; number 51, H, carries 0.1083; number 52, H, carries 0.1082; number 53, H, carries 0.1014; number 54, H, carries 0.0998; number 55, H, carries 0.1006; number 56, N, carries 0.0916; number 57, C, carries -0.6854; number 58, N, carries 0.0483; number 59, C, carries -0.3178; number 60, C, carries -0.0087; number 61, C, carries -0.0661; number 62, C, carries -0.0851; number 63, C, carries -0.0868; number 64, C, carries -0.4883; number 65, S, carries 1.0994; number 66, H, carries -0.0326; number 67, H, carries 0.0992; number 68, H, carries 0.0774; number 69, H, carries 0.1065; number 70, H, carries 0.1042; number 71, H, carries 0.1096; number 72, S, carries 1.0850; number 73, C, carries -0.5024; number 74, N, carries -0.0255; number 75, C, carries -0.3189; number 76, C, carries -0.0560; number 77, C, carries -0.0594; number 78, C, carries -0.0749; number 79, C, carries -0.0855; number 80, C, carries -0.4695; number 81, H, carries -0.0014; number 82, H, carries 0.0157; number 83, H, carries 0.1116; number 84, H, carries 0.1071; number 85, H, carries 0.1091

2.
DFT (ωB97M-V/def2-TZVPD) results for a structure of composition C27H22Co2NO6.

Calculated values
LUMO ... 2.36 eV
Maximum force ... 4.6 eV/A
Frontier orbital gap ... 6.5 eV
Electronic energy ... -4313.7418 hartree
ΔE to the lowest compared entry with this formula, charge and spin ... 0.000 eV

Geometry as ORCA input:
```
! RIJCOSX wB97M-V def2-TZVPD def2/J DEFGRID3
* xyz -1 1
C 3.109 -1.782 -1.866
C 2.367 -0.899 -2.659
C 0.980 -0.918 -2.607
C 0.299 -1.747 -1.669
C -1.107 -1.612 -1.382
C -1.857 -0.455 -1.618
N -3.207 -0.527 -1.753
C -3.931 -1.794 -1.775
C -5.426 -1.439 -1.745
C -5.521 0.082 -1.597
C -4.085 0.634 -1.688
C -1.195 0.886 -1.681
C -0.179 1.194 -0.763
C 0.457 2.428 -0.767
C 0.097 3.388 -1.721
C -0.884 3.091 -2.674
C -1.511 1.842 -2.671
C 1.067 -2.733 -0.994
C 2.453 -2.714 -1.055
H 4.197 -1.766 -1.913
H 2.875 -0.200 -3.330
H 0.399 -0.278 -3.276
H -1.625 -2.523 -1.070
H -3.693 -2.378 -2.678
H -3.671 -2.414 -0.905
H -5.914 -1.776 -2.665
H -5.903 -1.940 -0.899
H -6.144 0.521 -2.384
H -5.941 0.360 -0.624
H -3.856 1.282 -0.822
H -4.005 1.257 -2.592
H 0.123 0.442 -0.032
H 1.244 2.625 -0.037
H 0.617 4.346 -1.746
H -1.166 3.824 -3.434
H -2.235 1.601 -3.455
H 0.546 -3.478 -0.387
H 3.028 -3.442 -0.482
O 1.221 4.073 3.721
C 1.873 3.124 3.805
Co 2.923 1.715 3.892
C 3.539 1.895 2.240
O 3.878 2.069 1.146
C 4.003 2.546 5.009
O 4.728 3.072 5.739
C 1.329 0.439 3.752
C 1.016 -0.392 2.694
C 0.112 -0.808 1.785
Co 2.581 -0.813 3.465
C 3.402 -1.006 1.923
O 4.023 -1.084 0.946
C 2.607 -2.492 4.116
O 2.716 -3.570 4.532
C 4.072 -0.105 4.345
O 5.097 -0.297 4.874
H 0.598 0.667 4.538
H 0.351 -1.696 1.196
H -0.869 -0.326 1.701
*
```

Charges obtained by Löwdin population analysis, quoted in units of e: number 1, C, carries -0.1128; number 2, C, carries -0.0851; number 3, C, carries -0.0480; number 4, C, carries -0.2400; number 5, C, carries -0.0236; number 6, C, carries -0.1806; number 7, N, carries -0.0769; number 8, C, carries -0.1538; number 9, C, carries -0.1619; number 10, C, carries -0.1591; number 11, C, carries -0.1541; number 12, C, carries -0.1753; number 13, C, carries -0.0236; number 14, C, carries -0.0473; number 15, C, carries -0.0877; number 16, C, carries -0.0929; number 17, C, carries -0.0616; number 18, C, carries -0.0647; number 19, C, carries -0.1111; number 20, H, carries 0.0966; number 21, H, carries 0.1005; number 22, H, carries 0.1118; number 23, H, carries 0.0968; number 24, H, carries 0.1244; number 25, H, carries 0.1104; number 26, H, carries 0.1016; number 27, H, carries 0.1024; number 28, H, carries 0.1022; number 29, H, carries 0.1039; number 30, H, carries 0.1320; number 31, H, carries 0.0953; number 32, H, carries 0.0757; number 33, H, carries 0.1018; number 34, H, carries 0.0976; number 35, H, carries 0.0959; number 36, H, carries 0.1050; number 37, H, carries 0.1102; number 38, H, carries 0.1041; number 39, O, carries 0.1073; number 40, C, carries -0.1794; number 41, Co, carries -0.0063; number 42, C, carries -0.1469; number 43, O, carries 0.1031; number 44, C, carries -0.1863; number 45, O, carries 0.0953; number 46, C, carries -0.2226; number 47, C, carries -0.3727; number 48, C, carries -0.0504; number 49, Co, carries 0.0329; number 50, C, carries -0.1288; number 51, O, carries 0.1062; number 52, C, carries -0.1086; number 53, O, carries 0.0755; number 54, C, carries -0.2326; number 55, O, carries 0.0591; number 56, H, carries 0.0658; number 57, H, carries 0.0267; number 58, H, carries 0.0543